Run i
# C2H8N2

2 unconnected molecules or ions with the total composition C2H8N2 (ωB97M-V/def2-TZVPD, OMol25).

Summary:
HOMO level (eV): -9.707
SMILES: C=NC.N

Cartesian coordinates (Å):
N: 0.69 0.52 0.58
N: -2.30 -0.22 -0.07
C: 0.75 0.66 -0.88
C: 1.47 -0.33 1.09
H: 1.84 -1.19 0.53
H: -2.91 -0.53 0.67
H: 1.78 0.51 -1.19
H: 0.49 1.69 -1.14
H: 0.03 0.05 -1.44
H: -1.42 0.01 0.40
H: -2.07 -0.97 -0.72
H: 1.65 -0.19 2.16

Run ii
# C2H8N2

2 unconnected molecules or ions with the total composition C2H8N2 (ωB97M-V/def2-TZVPD, OMol25).

Summary:
HOMO level (eV): -9.132
SMILES: [H]/N=C/N.C

Cartesian coordinates (Å):
N: -1.51 1.64 1.71
N: -1.42 1.43 -0.61
C: -1.14 0.95 0.66
C: 1.86 -1.56 -0.64
H: -1.08 0.95 -1.47
H: 2.13 -0.78 -1.29
H: 0.97 -1.37 -0.03
H: 1.64 -2.53 -1.19
H: -0.87 -0.08 0.87
H: -1.19 1.19 2.54
H: -2.07 2.27 -0.44
H: 2.67 -2.12 -0.10

Run iii
# C2H8N2

2 unconnected molecules or ions with the total composition C2H8N2 (ωB97M-V/def2-TZVPD, OMol25).

Summary:
HOMO level (eV): -8.236
SMILES: C=CN.N

Cartesian coordinates (Å):
N: -2.70 1.49 -0.34
N: 0.79 0.11 0.90
C: 1.98 -1.73 -0.09
C: 1.73 -0.42 0.01
H: -3.34 2.12 -0.78
H: 2.82 -2.05 -0.67
H: -0.16 -0.22 0.88
H: 2.36 0.29 -0.50
H: 1.31 -2.44 0.38
H: 0.69 1.11 1.01
H: -2.27 0.91 -1.05
H: -3.20 0.84 0.26

Run iv
# C2H8N2

2 unconnected molecules or ions with the total composition C2H8N2 (ωB97M-V/def2-TZVPD, OMol25).

Summary:
HOMO level (eV): -8.006

Cartesian coordinates (Å):
N: 0.56 1.09 0.85
N: -1.59 -0.44 -0.20
C: 0.79 0.10 -0.18
C: -0.30 -0.85 -0.37
H: -1.70 0.35 0.43
H: 1.05 1.95 0.62
H: 0.57 0.79 -1.30
H: 0.30 -1.31 0.87
H: -2.20 -0.50 -1.00
H: -0.14 -1.58 -1.16
H: 1.79 -0.32 -0.32
H: 0.86 0.73 1.75

Bottom line: run iii, by a margin of 9.7 kcal/mol.

Run i
# C3H2N4

2 unconnected molecules or ions with the total composition C3H2N4 (ωB97M-V/def2-TZVPD, OMol25).

Summary:
HOMO level (eV): -9.802
SMILES: N#CC=C=N.N#N

Cartesian coordinates (Å):
N: -1.75 -0.56 -0.02
N: -1.04 2.31 1.31
N: 2.55 0.01 0.71
N: -0.13 2.35 0.69
C: -0.61 -0.69 -0.41
C: 1.70 -0.31 0.00
C: 0.63 -0.71 -0.87
H: -2.18 -1.35 0.47
H: 0.84 -1.04 -1.88

Run ii
# C3H2N4

2 unconnected molecules or ions with the total composition C3H2N4 (ωB97M-V/def2-TZVPD, OMol25).

Summary:
HOMO level (spin up / spin down) (eV): -9.614 / -9.614

Cartesian coordinates (Å):
N: -0.78 0.70 2.96
N: 1.10 -2.28 -0.55
N: 0.61 -2.02 0.40
N: 0.66 0.22 -1.55
C: -0.65 0.42 1.83
C: -0.13 0.57 -0.63
C: -0.71 0.01 0.52
H: 0.65 0.87 -2.34
H: -0.75 1.51 -0.65

Bottom line: run i, by a margin of 69.5 kcal/mol.

Run i
# CH5BS

2 unconnected molecules or ions with the total composition CH5BS (ωB97M-V/def2-TZVPD, OMol25).

Summary:
HOMO level (spin up / spin down) (eV): -9.897 / -7.527

Cartesian coordinates (Å):
S: -2.10 0.00 -0.10
C: 0.84 0.84 -0.10
B: -0.33 -0.22 -0.03
H: -2.59 -1.09 0.49
H: 0.47 1.68 -0.53
H: 1.06 1.16 1.00
H: 1.81 0.36 -0.54
H: 0.85 -2.74 -0.19

Run ii
# CH5BS

2 unconnected molecules or ions with the total composition CH5BS (ωB97M-V/def2-TZVPD, OMol25).

Summary:
HOMO level (eV): -9.588

Cartesian coordinates (Å):
S: 0.23 -1.43 -1.10
C: -0.35 1.16 0.04
B: 0.10 -0.38 0.28
H: 0.26 1.49 -0.70
H: 0.73 -2.59 -0.67
H: -0.40 1.83 0.83
H: -1.29 1.19 -0.46
H: 0.72 -1.26 1.78

Bottom line: run ii, by a margin of 56.0 kcal/mol.

Run i
# C7H13N2

A gas-phase ion, C7H13N2 (charge +1) (ωB97M-V/def2-TZVPD, OMol25).

Summary:
Total charge: +1
HOMO level (eV): -12.591
SMILES: C[NH2+][C@]12[C@@H]3CC[C@H]1N2C3

Cartesian coordinates (Å):
N: -1.41 0.19 0.83
N: 0.53 1.71 0.73
C: 0.44 -1.05 0.73
C: 0.49 -1.72 -0.65
C: -1.04 -1.15 1.40
C: 0.02 0.41 0.51
C: -1.29 -0.06 -0.68
C: -0.92 -1.43 -1.23
C: 1.26 2.32 -0.46
H: 2.14 1.83 -0.57
H: 1.45 -1.28 1.20
H: 0.86 2.34 -1.41
H: 1.75 3.30 -0.27
H: -1.11 -1.08 2.50
H: 1.14 -1.40 -1.43
H: -1.59 0.83 -1.22
H: -0.14 2.36 0.89
H: 1.11 1.91 1.54
H: -1.76 -1.97 -0.90
H: -1.65 -2.04 1.27
H: 0.59 -2.71 -0.52
H: -0.88 -1.30 -2.24

Run ii
# C7H13N2

A molecular structure, C7H13N2 (ωB97M-V/def2-TZVPD, OMol25).

Summary:
Total charge: +1
HOMO level (eV): -14.924

Cartesian coordinates (Å):
N: -0.50 -1.62 -0.29
N: -1.68 0.49 0.10
C: 0.97 0.19 -1.04
C: -1.86 -0.38 1.01
C: -0.39 -0.49 -0.99
C: -2.22 1.84 0.01
C: -1.20 -1.69 0.77
C: 1.73 0.38 0.22
C: 2.58 -0.83 0.45
H: -2.52 -0.33 1.85
H: -3.06 1.77 -0.76
H: -1.50 2.60 -0.32
H: 3.36 -0.80 1.26
H: 1.00 1.13 -1.72
H: -0.88 -0.47 -1.94
H: 3.12 -0.88 -0.47
H: -1.26 -2.61 1.14
H: 1.49 -0.52 -1.76
H: 1.05 0.76 1.02
H: 2.36 1.21 -0.11
H: -2.75 2.09 1.01
H: 2.18 -1.84 0.55

Bottom line: run ii, by a margin of 57.4 kcal/mol.

Run i
# C7H13N2

A gas-phase ion, C7H13N2 (charge +1) (ωB97M-V/def2-TZVPD, OMol25).

Summary:
Total charge: +1
HOMO level (eV): -14.002
SMILES: CC1(C)CC[NH+]=CC=N1

Cartesian coordinates (Å):
N: 0.78 0.84 -0.83
N: -1.81 0.20 -1.21
C: -1.90 -0.61 0.01
C: -0.83 -0.04 0.95
C: -0.74 0.05 -1.93
C: 0.62 0.13 0.40
C: 0.32 1.04 -1.97
C: 1.41 0.96 1.42
C: 1.30 -1.23 0.21
H: -1.71 -1.66 -0.24
H: -2.89 -0.52 0.44
H: 1.47 -1.68 1.19
H: -0.75 -0.70 1.81
H: 0.73 1.69 -2.72
H: 0.70 -1.92 -0.38
H: 1.34 0.50 2.41
H: 2.27 -1.11 -0.27
H: -2.18 1.14 -1.10
H: -0.42 -0.97 -2.13
H: 1.02 1.97 1.49
H: 2.45 1.01 1.14
H: -1.17 0.93 1.31

Run ii
# C7H13N2

A gas-phase ion, C7H13N2 (charge +1) (ωB97M-V/def2-TZVPD, OMol25).

Summary:
Total charge: +1
HOMO level (eV): -12.628
SMILES: C/C=C/[C@@]12CN1CC[NH2+]2

Cartesian coordinates (Å):
N: 0.81 -1.07 0.18
N: 0.77 1.00 -1.07
C: 0.41 0.15 -2.32
C: 2.27 -0.61 -0.06
C: -1.17 0.37 0.20
C: -1.80 -0.32 1.19
C: 2.13 0.94 -0.68
C: -0.04 -0.05 -0.51
C: -3.01 0.39 1.79
H: -2.55 1.11 2.52
H: 2.91 1.24 -1.48
H: -3.58 0.91 1.12
H: 2.40 1.62 0.20
H: 1.04 -0.55 -2.79
H: 2.77 -0.68 0.90
H: -1.48 1.39 0.12
H: 0.49 -0.98 1.15
H: 0.65 -2.00 -0.31
H: -0.36 0.44 -2.97
H: -3.68 -0.42 2.17
H: 2.76 -1.43 -0.76
H: -1.73 -1.43 1.40

Run iii
# C7H13N2

A gas-phase ion, C7H13N2 (charge +1) (ωB97M-V/def2-TZVPD, OMol25).

Summary:
Total charge: +1
HOMO level (eV): -14.300

Cartesian coordinates (Å):
N: 1.15 -0.16 0.39
N: 1.41 1.83 0.54
C: 2.19 -0.77 0.78
C: -1.26 0.29 0.50
C: -0.24 -2.03 0.31
C: -1.09 1.75 0.20
C: -0.16 -0.31 -1.77
C: 0.33 2.37 0.41
C: -0.09 -0.46 -0.13
H: 2.13 -1.89 0.55
H: -2.20 -0.03 0.16
H: 3.06 -0.33 1.30
H: 0.59 -2.60 0.03
H: 0.32 -1.20 -2.18
H: -1.25 1.76 -0.87
H: 0.41 0.53 -2.21
H: -1.76 2.31 0.90
H: -1.22 -0.16 -2.11
H: -1.11 -2.40 -0.22
H: -1.21 0.11 1.59
H: 0.39 3.52 0.43
H: -0.39 -2.12 1.39

Bottom line: run i, by a margin of 37.5 kcal/mol.

Run i
# C4H13NO3S

3 unconnected molecules or ions with the total composition C4H13NO3S (ωB97M-V/def2-TZVPD, OMol25).

Summary:
HOMO level (eV): -8.715
SMILES: N[C@@H](C=O)CCS.O.O

Cartesian coordinates (Å):
S: 2.84 0.34 0.04
O: 0.90 0.84 2.74
O: 0.57 -1.74 1.86
O: -2.84 -1.66 -1.20
N: -1.97 1.06 -1.47
C: -1.78 -1.35 -0.75
C: 0.30 -0.02 -1.32
C: -1.14 0.12 -0.79
C: 1.26 0.99 -0.70
H: -1.22 0.39 0.26
H: 1.01 -1.46 1.03
H: 0.28 -0.08 -2.40
H: 0.16 1.45 2.66
H: 1.16 -2.44 2.24
H: -1.10 -2.07 -0.26
H: -1.97 1.09 -2.48
H: -2.61 1.66 -0.98
H: 0.55 -0.07 2.64
H: 0.75 1.47 0.13
H: 2.70 0.92 1.22
H: 1.64 1.59 -1.53
H: 0.51 -1.04 -0.93

Run ii
# C4H13NO3S

3 unconnected molecules or ions with the total composition C4H13NO3S (ωB97M-V/def2-TZVPD, OMol25).

Summary:
HOMO level (eV): -9.462
SMILES: CNC(=O)CCS.O.O

Cartesian coordinates (Å):
S: 1.20 2.47 -0.22
O: -0.24 -1.86 -1.97
O: -1.60 0.87 2.27
O: -2.13 -1.71 1.18
N: 0.31 -1.75 0.23
C: -0.09 -1.11 -1.02
C: 1.27 -1.06 1.10
C: 0.91 1.13 -1.38
C: -0.39 0.34 -1.18
H: -1.09 0.41 -1.94
H: 1.91 0.61 -1.51
H: -1.60 -1.82 0.37
H: 0.89 1.55 -2.33
H: -2.04 1.79 2.03
H: 1.79 1.72 0.81
H: -0.93 0.75 -0.20
H: -1.59 -1.50 1.85
H: 0.55 -2.72 0.04
H: 2.20 -1.56 1.21
H: -2.15 0.27 1.78
H: 0.84 -0.87 2.12
H: 1.49 -0.07 0.65

Bottom line: run i, by a margin of 7.4 kcal/mol.